Computed, not measured: a cluster of 2 separate species, C2H4NO3 in total at a distorted geometry, with the ωB97M-V functional and the def2-TZVPD basis.

Geometry as XYZ:
```
10
Properties=species:S:1:pos:R:3:forces:R:3:lowdin_charge:R:1
O -1.12735 1.14080 0.49283 -0.1976 -0.5624 0.2996 -0.15
O -2.08899 0.10555 -1.31094 0.0741 2.1744 1.8012 -0.15
O 2.81971 -1.14592 0.60303 -1.5783 0.4017 0.9655 -0.13
N 0.76655 -0.52115 -0.10913 -1.7675 0.3188 -2.6088 0.09
C -1.94376 1.06011 -0.46532 0.6976 -2.1176 -1.2054 -0.58
C 1.64136 -0.74563 0.80781 2.8804 0.1841 1.3487 -0.51
H 1.23249 -0.38082 1.84821 0.8376 -1.0041 -1.3043 0.14
H -2.50174 1.98116 -0.51628 -1.1628 0.6663 -0.7390 0.08
H -0.17298 -0.07513 0.25052 1.1568 -0.0087 -1.3065 0.05
H 1.06385 -0.56748 -1.15276 -0.9402 -0.0526 2.7489 0.16
```
Forces are in eV/Å.

Values from the calculation:
**Total charge**: -1
**HOMO-LUMO gap**: 9.25 eV
**Molar mass**: 90.06 u
**Relative energy (zero: lowest compared OMol25 entry of this formula, charge and spin)**: 14.77 kcal/mol